No. 1
{"formula": "C31H28CrN4O3PS2Se2", "method": "wB97M-V/def2-TZVPD", "species": ["C", "H", "H", "N", "C", "C", "H", "C", "N", "C", "C", "H", "C", "C", "S", "C", "C", "H", "C", "C", "C", "H", "O", "C", "C", "H", "H", "H", "C", "C", "C", "C", "H", "H", "O", "H", "H", "C", "H", "C", "H", "C", "S", "C", "Se", "H", "C", "P", "C", "C", "H", "H", "C", "H", "Se", "H", "C", "C", "H", "C", "H", "C", "H", "H", "N", "O", "N", "H", "H", "Cr", "H", "H"], "positions_angstrom": [[-0.901, -3.831, 0.635], [1.914, -1.217, 5.091], [-0.725, 2.272, -6.613], [-0.812, -2.565, 0.681], [-1.392, 3.506, -4.988], [-2.390, -0.087, -1.438], [-2.179, 2.389, -1.892], [3.670, 2.464, 2.705], [2.216, -2.712, -1.106], [3.724, -2.263, 2.427], [4.126, -3.505, 2.901], [-0.810, 0.185, -5.294], [2.966, -3.081, 4.961], [2.552, -1.847, 4.486], [0.482, -4.570, -0.184], [2.890, 1.517, 3.360], [-0.708, -2.452, -3.289], [-4.025, -2.951, -5.179], [3.714, 3.816, 4.692], [-1.362, -0.094, -2.655], [-1.048, 2.299, -5.579], [-3.576, -3.627, -0.042], [-3.577, -0.032, -1.719], [-3.089, -2.812, -4.652], [-1.808, 3.533, -3.664], [-3.502, -0.763, -4.152], [4.734, -4.154, 2.281], [-1.722, -5.657, 1.320], [4.079, 3.612, 3.371], [-1.607, -1.396, -3.387], [2.938, -1.426, 3.215], [3.748, -3.913, 4.171], [4.035, 4.709, 5.214], [2.673, -3.405, 5.953], [-1.857, -0.180, -0.293], [-3.998, -5.288, 0.419], [2.617, 3.054, 6.368], [-1.096, 1.126, -4.841], [4.013, -1.923, 1.438], [-2.196, -3.870, -4.536], [4.675, 4.349, 2.846], [-1.001, -3.683, -3.859], [-0.044, 4.692, -0.143], [-3.188, -4.637, 0.088], [0.129, 0.014, 2.647], [-2.430, -4.833, -4.973], [-2.800, -1.582, -4.086], [2.306, 0.086, 2.374], [-0.080, 3.096, -0.061], [-1.500, 1.149, -3.508], [0.230, -2.304, -2.771], [-2.832, -4.989, -0.882], [-2.055, -4.637, 1.122], [0.469, 0.655, -2.448], [2.623, 0.430, -0.451], [2.878, -3.458, -1.229], [-1.864, 2.360, -2.927], [1.095, -2.953, -0.419], [-1.329, 4.426, -5.556], [2.497, 1.741, 4.678], [-2.070, 4.472, -3.194], [2.918, 2.881, 5.341], [4.055, -4.884, 4.541], [3.938, 2.311, 1.668], [0.297, -2.036, 0.087], [-0.020, -0.104, -2.106], [-0.140, 1.925, -0.022], [-2.406, -4.196, 2.056], [1.838, 1.038, 5.173], [0.123, 0.054, 0.065], [2.586, -1.744, -1.049], [-0.293, -4.499, -3.768]], "lowdin_charge": [-0.58, 0.09, 0.10, 0.03, -0.09, -0.58, 0.12, -0.10, 0.08, -0.12, -0.10, 0.12, -0.09, -0.11, 1.07, -0.41, -0.02, 0.10, -0.10, -0.28, -0.09, 0.08, 0.07, -0.08, -0.06, 0.12, 0.10, 0.10, -0.09, -0.14, -0.41, -0.11, 0.09, 0.10, -0.11, 0.07, 0.10, -0.02, 0.08, -0.11, 0.10, -0.09, 0.52, -0.09, 0.37, 0.09, -0.02, 0.51, -0.94, -0.14, 0.09, 0.07, -0.24, 0.09, 0.21, 0.09, 0.00, -0.70, 0.10, -0.11, 0.10, -0.09, 0.09, 0.07, -0.12, -0.12, -0.10, 0.12, 0.08, 0.24, -0.08, 0.10], "relative_energy_kcal_mol": 52.80, "orbital_gap_ev": [5.826, 6.839], "spin_multiplicity": 5, "charge": -1, "s2": 6.0612, "largest_force_ev_per_a": 1.47, "lumo_ev": [2.014, 2.005], "e_homo_ev": [-3.81, -4.83], "e_tot_ha": -8628.12886}


No. 2
{"formula": "C46H58N4O4P2RuSi", "method": "wB97M-V/def2-TZVPD", "species": ["H", "Si", "H", "H", "H", "C", "H", "C", "C", "C", "H", "H", "C", "H", "N", "C", "H", "C", "H", "H", "H", "C", "C", "H", "H", "H", "N", "H", "H", "H", "O", "H", "H", "C", "C", "H", "C", "C", "H", "Ru", "H", "H", "C", "H", "C", "H", "C", "O", "H", "H", "H", "C", "C", "H", "C", "P", "H", "C", "H", "C", "C", "H", "H", "O", "H", "H", "H", "H", "H", "C", "C", "C", "C", "H", "C", "P", "H", "C", "H", "C", "C", "C", "H", "C", "H", "N", "C", "H", "C", "C", "C", "C", "C", "H", "N", "C", "C", "H", "H", "C", "C", "H", "H", "H", "H", "H", "H", "H", "C", "H", "H", "C", "C", "H", "C", "O"], "positions_angstrom": [[1.511, -2.336, 2.554], [0.709, 0.969, -2.630], [-1.460, 0.656, 2.780], [5.974, 2.022, -0.630], [0.899, -2.958, -1.473], [-1.734, 1.709, 2.740], [4.258, -4.075, -2.676], [4.143, -2.572, -0.322], [-3.419, 1.098, 0.129], [2.101, 0.689, 2.532], [2.119, 1.533, 1.837], [2.647, -2.269, 4.869], [-1.961, -5.435, 0.227], [-3.790, 1.948, 0.718], [-0.551, -2.461, -3.810], [-2.265, -3.392, -0.989], [-3.113, -0.309, 1.782], [2.601, -2.714, -2.821], [3.528, -0.074, 5.564], [4.681, -1.165, -1.878], [4.381, -3.619, -0.096], [-1.632, 3.839, 1.451], [-2.165, 4.631, -2.348], [1.061, 0.523, 2.806], [2.255, -2.980, 0.596], [4.681, 0.313, 0.490], [-1.613, -2.720, -0.027], [2.397, 1.641, 4.449], [-0.950, 5.390, -3.954], [-3.131, 3.666, -0.716], [-0.749, -2.846, 3.364], [-4.443, 2.071, -1.526], [-2.728, 3.891, 1.419], [-0.437, 2.426, -2.343], [2.399, 1.176, -1.858], [0.191, 0.338, -4.962], [-0.214, -1.549, -3.086], [4.454, 2.459, -2.083], [4.607, -1.982, 0.473], [-0.439, -0.757, -0.152], [-0.054, 4.556, 2.723], [-1.257, 4.359, 0.571], [-1.189, 2.370, 1.461], [0.522, 3.460, -3.985], [4.223, 0.827, -0.341], [4.389, -0.590, 4.128], [-1.150, 4.570, 2.705], [-0.619, -1.206, 1.856], [-2.068, -6.510, 0.308], [-5.139, -0.860, -1.380], [3.841, 1.584, 3.459], [4.771, -2.234, -1.676], [2.430, -1.804, 2.772], [-2.769, 3.983, 3.992], [2.612, -2.430, -0.281], [1.869, -0.759, 0.148], [-1.672, 1.941, 4.886], [2.412, -1.400, 4.250], [2.787, 2.645, -3.389], [1.978, -3.126, -1.491], [-5.412, 0.181, -1.189], [-1.131, -5.155, 2.217], [-2.858, 5.464, -2.354], [-2.734, -1.372, -2.133], [1.936, 0.311, -4.677], [-1.303, 4.426, 4.861], [-0.181, 2.377, 4.066], [-2.830, 1.756, 2.708], [-3.494, -1.026, 0.245], [-3.741, -0.190, 0.900], [3.407, -0.271, 4.497], [1.018, 0.875, -4.491], [-6.117, 0.307, 0.158], [-7.073, -0.222, 0.147], [2.963, 1.006, 3.763], [-1.566, 1.279, -0.018], [5.032, 3.215, -2.601], [-1.109, 4.587, -3.245], [-2.947, -5.274, -1.696], [2.925, 0.504, -0.749], [-1.270, 2.439, 3.999], [-0.844, -2.415, 2.219], [-5.498, -1.256, 1.533], [2.609, -0.578, 1.850], [2.119, -4.208, -1.375], [0.393, -4.083, -5.405], [4.099, -2.998, -2.811], [2.447, -1.641, -2.993], [-1.675, 3.907, 3.973], [-0.270, 3.486, -3.248], [-0.040, -3.312, -4.664], [4.975, 1.796, -0.986], [3.180, 2.134, -2.516], [1.400, -1.091, 4.524], [0.108, -0.657, -2.342], [-1.425, -4.708, 1.278], [-5.221, -0.227, 1.289], [3.257, -2.501, 2.599], [-6.351, 1.364, 0.332], [-2.322, 3.609, -1.430], [-4.155, 1.059, -1.234], [-0.095, 2.363, 1.502], [1.105, 1.825, -5.016], [-1.454, 5.620, 2.664], [4.548, -2.728, -3.770], [5.841, -2.460, -1.643], [-6.085, 0.475, -1.998], [-3.490, 0.667, -2.003], [-1.281, -3.343, 1.109], [3.683, -0.447, 1.723], [-5.378, 0.362, 2.200], [-1.446, 2.521, -1.382], [-2.970, -2.602, -2.114], [2.120, -3.249, -3.644], [-2.425, -4.770, -0.895], [-3.688, -3.279, -2.858]], "lowdin_charge": [0.07, 0.57, 0.08, 0.10, 0.06, -0.21, 0.11, -0.19, -0.41, -0.21, 0.10, 0.11, -0.05, 0.10, 0.22, -0.16, 0.08, -0.20, 0.10, 0.09, 0.12, -0.21, -0.07, 0.09, 0.09, 0.09, 0.08, 0.10, 0.10, 0.09, 0.03, 0.10, 0.11, -0.22, -0.24, 0.04, -0.26, -0.08, 0.09, 0.69, 0.11, 0.10, -0.40, 0.07, -0.11, 0.11, -0.20, -0.23, 0.10, 0.10, 0.10, -0.20, -0.19, 0.11, -0.40, 1.02, 0.11, -0.19, 0.09, -0.20, -0.19, 0.11, 0.10, -0.08, 0.04, 0.10, 0.10, 0.11, 0.08, -0.23, -0.20, -0.15, -0.20, 0.10, -0.18, 1.01, 0.10, -0.09, 0.11, -0.31, -0.19, -0.62, 0.11, -0.43, 0.12, 0.14, -0.19, 0.09, -0.21, -0.10, -0.32, -0.08, -0.10, 0.12, -0.04, 0.00, -0.18, 0.11, 0.10, -0.12, -0.20, 0.09, 0.02, 0.10, 0.11, 0.11, 0.11, 0.08, -0.19, 0.07, 0.10, -0.33, -0.68, 0.08, 0.00, -0.01], "relative_energy_kcal_mol": 0.00, "orbital_gap_ev": [6.155, 6.783], "spin_multiplicity": 2, "charge": -1, "s2": 0.7555, "largest_force_ev_per_a": 0.90, "lumo_ev": [2.311, 2.310], "e_homo_ev": [-3.84, -4.47], "e_tot_ha": -3374.94700}


No. 3
{"formula": "C2F2NO3S", "method": "wB97M-V/def2-TZVPD", "species": ["N", "O", "O", "O", "F", "C", "S", "C", "F"], "positions_angstrom": [[2.135, -1.330, 0.349], [-2.125, 0.722, -0.088], [-1.121, -0.903, 1.301], [-0.962, -1.273, -1.079], [0.674, 1.320, -1.337], [1.501, -0.417, 0.130], [-1.153, -0.304, -0.020], [0.546, 0.638, -0.136], [0.506, 1.546, 0.880]], "lowdin_charge": [0.19, -0.32, -0.35, -0.34, 0.05, -0.17, 0.41, -0.52, 0.05], "relative_energy_kcal_mol": 0.00, "orbital_gap_ev": 9.725, "spin_multiplicity": 1, "charge": -1, "largest_force_ev_per_a": 2.75, "lumo_ev": 4.010, "e_homo_ev": -5.72, "smiles": "N#CC(F)(F)S(=O)(=O)[O-]", "e_tot_ha": -954.67180}